## a
The molecule C7H9N. Source: the Open Molecules 2025 dataset; level of theory: ωB97M-V/def2-TZVPD.

Bonds (Å) are listed after each position.
Cartesian coordinates (Å):
1 N -0.218 1.043 0.468  C4 1.351, C5 1.631, C8 1.427
2 C -0.532 -1.219 -0.083  C3 1.540, C5 1.386, C7 1.586, H17 1.290
3 C 1.002 -1.084 -0.061  C2 1.540, C5 1.562, C6 1.575, H12 1.235
4 C 0.994 1.420 0.005  N1 1.351, C6 1.546, H14 1.208
5 C -0.008 -0.493 0.975  N1 1.631, C2 1.386, C3 1.562, H11 1.257
6 C 1.890 0.196 -0.291  C3 1.575, C4 1.546, H10 1.311, H13 1.183
7 C -1.751 -0.326 -0.564  C2 1.586, C8 1.798, H15 1.166, H16 1.228
8 C -1.639 1.168 0.430  N1 1.427, C7 1.798, H9 1.119
9 H -1.702 1.973 -0.346  C8 1.119
10 H 2.701 -0.061 0.707  C6 1.311
11 H -0.372 -0.388 2.174  C5 1.257
12 H 1.618 -2.036 0.428  C3 1.235
13 H 2.416 0.275 -1.348  C6 1.183
14 H 1.041 2.459 -0.608  C4 1.208
15 H -2.719 -0.968 -0.670  C7 1.166
16 H -1.528 0.254 -1.623  C7 1.228
17 H -1.191 -2.214 0.407  C2 1.290

Computed properties:
- Charge: 0
- HOMO level: -7.275 eV

Mulliken population analysis, charges in e, atoms 1 to 2: 0.07 -0.13



## b
The molecule C7H9N. Source: the Open Molecules 2025 dataset; level of theory: ωB97M-V/def2-TZVPD.

Bonds (Å) are listed after each position.
Cartesian coordinates (Å):
1 N 1.394 -0.092 -0.745  C3 1.384, C6 1.356, H17 1.004
2 C -2.202 0.159 -0.079  C4 1.493, H9 1.091, H13 1.093, H14 1.085
3 C 0.334 0.057 0.131  N1 1.384, C4 1.370, C5 1.464
4 C -0.810 0.139 -0.618  C2 1.493, C3 1.370, C8 1.422
5 C 0.605 0.390 1.530  C3 1.464, C7 1.321, H12 1.089
6 C 0.926 -0.199 -2.013  N1 1.356, C8 1.367, H15 1.075
7 C 1.420 -0.272 2.332  C5 1.321, H10 1.084, H11 1.091
8 C -0.433 -0.052 -1.976  C4 1.422, C6 1.367, H16 1.079
9 H -2.562 -0.839 0.178  C2 1.091
10 H 1.680 0.020 3.343  C7 1.084
11 H 1.964 -1.170 2.036  C7 1.091
12 H 0.053 1.236 1.937  C5 1.089
13 H -2.296 0.709 0.861  C2 1.093
14 H -2.882 0.596 -0.802  C2 1.085
15 H 1.561 -0.370 -2.864  C6 1.075
16 H -1.084 -0.080 -2.836  C8 1.079
17 H 2.333 -0.231 -0.417  N1 1.004

Computed properties:
- Charge: 0
- Structure (SMILES): C=Cc1[nH]ccc1C
- HOMO level: -7.875 eV

Mulliken population analysis, charges in e, atoms 1 to 2: -0.01 -1.28



Stability check: which of them is least stable? a.